ORCA calculation (the ωB97M-V functional and the def2-TZVPD basis) on 13 unconnected molecules or ions with the total composition C39H107N3O16 in a non-equilibrium geometry.

Expectation value of S²: 0.75
Calculated total energy in eV: -79394.334

ORCA input file:
```
! wB97M-V def2-TZVPD RIJCOSX def2/J DEFGRID3
* xyz 1 2
C 4.0356 -0.1035 2.2391
C 4.2810 -1.5855 2.0602
C 2.9721 -2.3474 1.9018
O 2.2868 -2.4249 3.1525
C 1.0733 -3.1180 2.9567
N 5.1424 -1.8370 0.9255
H 3.4457 0.1346 3.1242
H 3.4116 0.1968 1.3974
H 4.8270 0.6442 2.2910
H 4.7564 -2.0008 2.9488
H 3.1842 -3.3523 1.5365
H 2.3829 -1.8857 1.1095
H 1.3430 -4.0296 2.4235
H 0.2383 -2.6729 2.4157
H 0.6796 -3.4201 3.9272
H 5.2107 -2.8149 0.6825
H 6.0383 -1.6671 1.3596
C -0.5756 -1.2339 -4.3229
C 0.0378 -1.2054 -5.7233
C 0.8579 0.1135 -6.0119
O -0.1251 1.1763 -5.9800
C 0.4595 2.4762 -6.2529
N 0.7568 -2.4299 -5.8951
H -1.3890 -0.5181 -4.2043
H 0.1745 -0.8778 -3.6166
H -0.9204 -2.1795 -3.9045
H -0.8172 -1.2399 -6.3985
H 1.3650 0.0839 -6.9763
H 1.6327 0.2694 -5.2613
H 0.8605 2.6479 -7.2518
H 1.2908 2.6011 -5.5591
H -0.2329 3.2557 -5.9352
H 1.6137 -2.3234 -5.3713
H 1.0140 -2.4559 -6.8715
C 6.1751 2.1509 -0.3153
C 4.8903 2.8727 -0.6590
C 5.2531 4.3275 -1.0123
O 5.8192 5.0235 0.0919
C 6.1657 6.3543 -0.0402
N 4.1385 2.1858 -1.6753
H 6.7590 1.9677 -1.2173
H 5.9303 1.1904 0.1381
H 6.7131 2.7715 0.4013
H 4.3495 2.9000 0.2870
H 4.3592 4.8948 -1.2717
H 5.9515 4.3714 -1.8480
H 6.8298 6.4864 -0.8944
H 6.6057 6.7036 0.8939
H 5.2287 6.8704 -0.2496
H 4.0028 1.2509 -1.3180
H 3.1877 2.5243 -1.6381
C -2.3045 5.7830 0.3572
C -0.8764 5.7274 0.9337
C -0.6391 4.4296 1.6916
O 0.0386 5.7796 -0.2008
H -2.4244 4.9360 -0.3183
H -2.3609 6.6622 -0.2846
H -3.1232 5.8232 1.0758
H -0.6729 6.5943 1.5624
H -1.0528 4.4725 2.6991
H 0.4369 4.2982 1.8062
H -1.0580 3.5348 1.2311
H 0.3045 4.9012 -0.4824
C -1.0152 0.4816 1.1726
C 0.0353 -0.3579 0.4200
C -0.5653 -1.6536 -0.1554
O 0.7555 0.3391 -0.6131
H -1.4871 -0.2479 1.8308
H -1.7530 0.9291 0.5066
H -0.5319 1.2431 1.7846
H 0.8134 -0.6679 1.1176
H -1.0616 -2.2237 0.6300
H 0.3137 -2.2815 -0.3011
H -1.2485 -1.5634 -0.9999
H 1.5226 -0.1782 -0.8689
C -5.1916 -1.0834 1.4678
C -5.7971 -1.7677 2.7061
C -6.1223 -0.6679 3.6943
O -6.9904 -2.4135 2.4075
H -4.2585 -0.6524 1.8307
H -5.7662 -0.2086 1.1632
H -5.1737 -1.7869 0.6355
H -5.0765 -2.3603 3.2698
H -6.4715 -1.0685 4.6459
H -6.9027 -0.0040 3.3223
H -5.2443 -0.0549 3.8982
H -7.7620 -1.8469 2.3358
C -4.0992 0.5367 -1.7462
C -4.8310 1.7561 -2.3952
C -4.6589 1.8312 -3.8889
O -6.1831 1.5068 -2.0429
H -4.1522 0.6175 -0.6605
H -3.0899 0.5536 -2.1576
H -4.5970 -0.3903 -2.0306
H -4.4164 2.7098 -2.0686
H -3.6083 2.0587 -4.0692
H -5.1700 2.7255 -4.2454
H -4.9653 1.0052 -4.5306
H -6.7726 1.9123 -2.6829
C 1.4897 2.4000 4.3819
C 1.1387 1.1077 5.1961
C 0.2698 1.3752 6.3831
O 0.4195 0.2350 4.2962
H 2.0459 3.1494 4.9451
H 0.6183 2.8633 3.9191
H 1.9441 2.1411 3.4256
H 2.0533 0.6233 5.5381
H 0.0602 0.4481 6.9167
H -0.7263 1.7398 6.1322
H 0.7607 2.0153 7.1162
H -0.1533 -0.3695 4.7739
C -1.8178 -5.5568 0.8992
C -3.3357 -5.1779 1.0700
C -3.9325 -4.4605 -0.1494
O -4.0594 -6.3901 1.2789
H -1.6142 -6.2987 1.6713
H -1.1231 -4.7169 0.8893
H -1.6737 -6.1910 0.0245
H -3.4944 -4.4721 1.8853
H -4.8654 -3.9934 0.1661
H -4.1729 -5.0540 -1.0315
H -3.1937 -3.7220 -0.4607
H -4.8911 -6.1185 1.6738
C -1.0914 3.0373 -2.6862
C 0.4120 3.0094 -2.4202
C 1.2146 4.0813 -3.1354
O 0.5829 3.0750 -1.0503
H -1.2319 2.6725 -3.7037
H -1.5270 3.9966 -2.4065
H -1.6374 2.2645 -2.1451
H 0.7712 2.0082 -2.6581
H 2.3023 4.0183 -3.1670
H 1.0437 5.0630 -2.6937
H 0.8830 4.2619 -4.1579
H 0.3815 2.1627 -0.8297
C 3.0111 -1.7387 -3.1079
C 4.0682 -1.2928 -2.1297
O 3.5865 -0.5878 -1.0264
O 3.4832 -2.1686 -4.3870
H 2.3764 -0.8927 -3.3715
H 2.3700 -2.4987 -2.6612
H 4.8204 -0.6829 -2.6300
H 4.5544 -2.1950 -1.7586
H 4.0844 -1.0161 -0.3262
H 4.0075 -2.9512 -4.2021
C 1.4691 -5.7056 -0.8294
C 0.8615 -5.3307 -2.2195
O -0.4655 -4.9071 -2.1021
O 2.8566 -5.9736 -1.0613
H 0.9974 -6.5864 -0.3937
H 1.3694 -4.8774 -0.1279
H 0.9030 -6.1721 -2.9112
H 1.4515 -4.5037 -2.6146
H -0.7736 -4.9154 -3.0113
H 3.1614 -6.4073 -0.2608
C -2.5343 -0.9630 5.0272
C -3.5129 -1.2068 6.1766
O -4.2597 -2.4030 6.0227
O -1.3331 -1.6879 5.2720
H -2.2854 0.0944 5.1174
H -2.9486 -1.2275 4.0543
H -4.2008 -0.3670 6.2746
H -3.1074 -1.3141 7.1826
H -4.7274 -2.5182 6.8531
H -1.5505 -2.6217 5.2234
*
```

ORCA calculation (the ωB97M-V functional and the def2-TZVPD basis) on a molecular structure, C4H7NO.

Calculated total energy in eV: -7795.662
Energy above the lowest of the compared OMol25 structures with the same formula, charge and spin in eV: 3.982

ORCA input file:
```
! wB97M-V def2-TZVPD RIJCOSX def2/J DEFGRID3
* xyz 0 1
C 0.3971 -1.3704 0.7871
C -0.3397 -0.5129 -0.2207
C -0.6979 0.8994 0.2471
N -0.1182 1.7820 -0.7933
C 0.5890 1.0339 -1.6416
O 0.5484 -0.2690 -1.3557
H 0.7299 -2.3057 0.3295
H 1.2774 -0.8407 1.1653
H -0.2530 -1.6134 1.6334
H -1.2112 -1.0416 -0.6168
H -1.7729 1.0854 0.2845
H -0.2747 1.1508 1.2250
H 1.1258 2.0022 -1.0438
*
```

ORCA calculation (the ωB97M-V functional and the def2-TZVPD basis) on a molecular structure, C26H29MoN2O3 in a non-equilibrium geometry.

Expectation value of S²: 2.04
Calculated total energy in eV: -38406.276

ORCA input file:
```
! wB97M-V def2-TZVPD RIJCOSX def2/J DEFGRID3
* xyz 1 3
C 2.0091 0.1014 1.6180
C 2.2744 -0.5176 0.3479
C 2.1018 0.4695 -0.6756
H 2.6021 -1.5390 0.1864
C 1.6960 1.6963 -0.0401
C 1.6840 1.4725 1.3803
H 1.5647 2.6509 -0.5373
C -1.2374 -1.6161 1.5349
C -0.1084 -2.2231 0.8881
C -0.3600 -2.2360 -0.5232
H 0.7008 -2.7443 1.3863
C -1.6140 -1.5862 -0.7601
C -2.1622 -1.2384 0.5199
H 2.3696 0.3636 -1.7217
H 1.5579 2.2342 2.1439
H 2.0663 -0.3658 2.5950
H -3.1786 -0.8761 0.6743
H 0.1942 -2.7926 -1.2812
H -1.4114 -1.5780 2.6066
Mo 0.1676 0.1367 0.3897
C -2.3429 -1.4886 -2.0942
C -3.7495 -2.0772 -1.9183
C -1.6161 -2.2619 -3.2122
H -3.6829 -3.0980 -1.5217
H -4.2711 -2.1207 -2.8836
H -4.3488 -1.4698 -1.2292
H -1.6218 -3.3376 -2.9961
H -0.5792 -1.9201 -3.3158
H -2.1391 -2.0943 -4.1654
C -2.5029 -0.0011 -2.5409
C -1.2298 0.6577 -3.0084
H -2.9013 0.6143 -1.7176
H -3.2577 0.0475 -3.3450
O -0.1369 0.4834 -2.4328
N -1.2701 1.4699 -4.1008
C -0.2738 2.5455 -4.1566
H -2.1848 1.6922 -4.5062
C 1.0937 1.9819 -4.4296
C 2.2145 2.6238 -3.8979
H 2.0498 3.4922 -3.2592
C 3.4972 2.1391 -4.1619
H 4.3633 2.6548 -3.7377
C 3.6611 1.0049 -4.9689
H 4.6643 0.6304 -5.1884
C 2.5363 0.3535 -5.4974
H 2.6483 -0.5397 -6.1142
C 1.2575 0.8543 -5.2362
H 0.3711 0.3565 -5.6319
H -0.2548 3.1131 -3.2124
H -0.5735 3.2488 -4.9416
O -1.9990 2.5441 -0.7194
C -1.9654 2.4356 0.5028
C -2.7972 3.2540 1.5009
C -2.4114 2.7393 2.8675
C -1.4121 1.6130 2.6130
O -0.9113 0.8947 3.4661
N -1.1839 1.5420 1.2312
H -2.5640 4.3188 1.3855
H -3.8622 3.0982 1.2914
H -1.9245 3.5112 3.4749
H -3.2691 2.3394 3.4186
*
```

ORCA calculation (the ωB97M-V functional and the def2-TZVPD basis) on a molecular structure, C29H35N5OPdS2Si.

Calculated total energy in eV: -73170.271
Energy above the lowest of the compared OMol25 structures with the same formula, charge and spin in eV: 0.463

ORCA input file:
```
! wB97M-V def2-TZVPD RIJCOSX def2/J DEFGRID3
* xyz 0 1
Pd -0.5343 0.3409 0.8338
C -0.7825 4.0829 -0.1993
Si 0.0767 2.8359 -1.3202
C -0.1434 3.4470 -3.0872
C 1.9458 2.8681 -1.1051
N -0.4978 1.2477 -1.0334
C -1.0925 0.4102 -1.9680
C -2.0138 0.8405 -2.9291
C -2.5719 -0.0105 -3.8743
C -2.2345 -1.3496 -3.8897
C -1.3072 -1.8248 -2.9670
C -0.7432 -0.9638 -2.0464
O 0.2536 -1.3762 -1.1732
C 0.6219 -2.7014 -1.1109
C -0.1455 -3.6064 -0.3910
C 0.3016 -4.9124 -0.2546
C 1.5035 -5.3074 -0.8275
C 2.2640 -4.3901 -1.5401
C 1.8253 -3.0814 -1.6856
H -0.2314 5.0268 -0.1591
H -0.9228 3.7192 0.8210
H -1.7776 4.3008 -0.5968
H 0.4162 4.3845 -3.1705
H -1.1711 3.6613 -3.3793
H 0.2770 2.7452 -3.8104
H 2.3526 3.8828 -1.0817
H 2.3676 2.3600 -1.9776
H 2.2898 2.3206 -0.2329
H -2.3141 1.8799 -2.9185
H -3.2842 0.3827 -4.5889
H -2.6715 -2.0257 -4.6124
H -1.0030 -2.8627 -2.9851
H -1.0700 -3.2735 0.0619
H -0.2901 -5.6227 0.3086
H 1.8475 -6.3275 -0.7165
H 3.2029 -4.6930 -1.9861
H 2.4012 -2.3442 -2.2300
S -1.0045 -1.3188 2.4963
C -2.5632 -0.8721 1.8888
N -2.5526 -0.0777 0.8419
C -3.8058 0.4412 0.5592
C -4.1184 1.3983 -0.3983
C -5.4392 1.7732 -0.5509
C -6.4489 1.2107 0.2333
C -6.1472 0.2726 1.2037
C -4.8183 -0.0956 1.3662
S -4.1351 -1.1902 2.5428
H -3.3326 1.8325 -0.9946
H -5.6938 2.5169 -1.2950
H -7.4757 1.5209 0.0916
H -6.9207 -0.1521 1.8298
C 4.0101 -2.2446 2.2264
C 2.6114 -2.5270 1.7145
N 2.0693 -1.2978 1.1605
C 2.1966 -0.0972 1.8002
N 1.3338 0.8438 1.5267
C 1.5202 2.1603 2.1234
C 2.9944 2.4596 2.3299
C 3.5765 1.3646 3.2002
N 3.2778 0.0651 2.6155
C 3.9472 -1.0871 3.2057
H 4.6598 -1.9821 1.3891
H 4.4212 -3.1260 2.7188
H 1.9792 -2.9114 2.5248
H 2.6233 -3.2739 0.9199
H 1.1807 -1.3856 0.6888
H 1.0115 2.1889 3.0959
H 1.0370 2.9077 1.4976
H 3.1312 3.4342 2.7985
H 3.5108 2.4699 1.3688
H 3.1771 1.4303 4.2201
H 4.6633 1.4511 3.2668
H 3.4294 -1.3979 4.1225
H 4.9500 -0.7684 3.4937
*
```

> Which of these has the lowest calculated total energy?

C39H107N3O16